Record 1
Computed, not measured: a 2-piece molecular cluster, C3H4ClN overall, with ωB97M-V/def2-TZVPD.

Energy relative to the best compared isomer or geometry (same formula, charge and spin) in kJ/mol: 475.6
Energy in a.u.: -631.4565
Total charge: 0
Multiplicity: 1
E_LUMO in eV: -0.1
M in g mol⁻¹: 89.52

Atoms and positions in Å:
C  -2.18  0.65  0.28
C  -1.07  0.11  0.12
C  0.23  -0.39  0.19
N  1.06  0.12  -0.84
Cl  2.51  -0.95  -0.91
H  -3.13  0.96  0.02
H  0.29  -1.44  0.16
H  0.99  -0.22  1.65
H  1.30  1.15  -0.66

From a natural (NBO) analysis of the wavefunction, the atomic charges in e read:
1 C -0.1732
2 C -0.0549
3 C -0.2152
4 N -0.5532
5 Cl 0.0728
6 H 0.2301
7 H 0.2363
8 H 0.0661
9 H 0.3913


Record 2
Computed, not measured: C14H35BaN2O4Se2Si2Te as an isolated structure, with ωB97M-V/def2-TZVPD.

Energy relative to the best compared isomer or geometry (same formula, charge and spin) in kJ/mol: 18.3
Energy in a.u.: -6640.5123
Total charge: -1
Multiplicity: 1
E_LUMO in eV: 2.0
M in g mol⁻¹: 774.46

Atoms and positions in Å:
Ba  0.74  -2.06  -0.64
O  3.71  -2.28  3.60
C  4.05  -2.03  2.23
C  3.75  -0.60  1.78
C  4.46  0.38  2.73
O  3.92  0.43  4.04
C  2.24  -0.25  1.73
Se  0.88  -1.52  2.45
C  4.39  -0.37  0.39
Se  3.82  -1.51  -1.11
H  2.74  -2.34  3.60
H  3.55  -2.75  1.58
H  5.13  -2.20  2.15
H  4.38  1.39  2.32
H  5.53  0.12  2.76
H  3.81  -0.49  4.30
H  1.99  -0.02  0.69
H  2.06  0.67  2.29
H  5.47  -0.48  0.48
H  4.20  0.66  0.10
N  1.14  -1.70  -3.50
N  0.04  -2.21  -4.22
C  -0.93  -3.01  -3.56
O  -1.61  -3.73  -4.28
O  -1.03  -2.84  -2.29
H  1.33  -0.74  -3.77
H  1.98  -2.24  -3.66
H  0.23  -2.56  -5.15
C  1.25  2.73  -1.04
Si  -0.39  3.02  -0.18
C  -0.44  2.19  1.50
C  -0.63  4.87  0.03
C  -1.81  2.38  -1.24
Te  -1.38  0.46  -2.07
C  -3.33  -0.40  -2.01
Si  -3.94  -0.96  -0.32
C  -4.14  0.49  0.86
C  -2.79  -2.21  0.45
C  -5.63  -1.74  -0.59
H  2.06  3.16  -0.45
H  1.27  3.21  -2.02
H  1.48  1.67  -1.18
H  0.39  2.55  2.12
H  -0.35  1.11  1.45
H  -1.37  2.43  2.02
H  0.15  5.30  0.66
H  -1.59  5.10  0.50
H  -0.60  5.39  -0.93
H  -2.05  3.04  -2.06
H  -2.70  2.27  -0.61
H  -3.24  -1.28  -2.65
H  -4.01  0.30  -2.50
H  -3.16  0.90  1.15
H  -4.63  0.16  1.78
H  -4.74  1.30  0.43
H  -1.92  -1.73  0.90
H  -2.48  -2.93  -0.31
H  -3.29  -2.75  1.26
H  -6.33  -1.03  -1.04
H  -6.07  -2.08  0.35
H  -5.55  -2.60  -1.26

From a natural (NBO) analysis of the wavefunction, the atomic charges in e read:
1 Ba 1.7392
2 O -0.7843
3 C -0.0686
4 C -0.1771
5 C -0.0446
6 O -0.7488
7 C -0.5503
8 Se -0.6666
9 C -0.5236
10 Se -0.7038
11 H 0.4969
12 H 0.1890
13 H 0.1736
14 H 0.1643
15 H 0.1493
16 H 0.4919
17 H 0.1608
18 H 0.2228
19 H 0.2017
20 H 0.1984
21 N -0.7131
22 N -0.5389
23 C 0.8682
24 O -0.7168
25 O -0.9276
26 H 0.3686
27 H 0.3602
28 H 0.3636
29 C -1.1251
30 Si 1.6472
31 C -1.1354
32 C -1.1086
33 C -1.1638
34 Te 0.4681
35 C -1.1423
36 Si 1.6589
37 C -1.1235
38 C -1.1527
39 C -1.1113
40 H 0.2432
41 H 0.2336
42 H 0.2422
43 H 0.2451
44 H 0.2639
45 H 0.2328
46 H 0.2347
47 H 0.2312
48 H 0.2290
49 H 0.2359
50 H 0.2472
51 H 0.2741
52 H 0.2370
53 H 0.2417
54 H 0.2378
55 H 0.2268
56 H 0.2442
57 H 0.2645
58 H 0.2402
59 H 0.2280
60 H 0.2304
61 H 0.2408


Record 3
Computed, not measured: C23H32BIrN8O as an isolated structure, with ωB97M-V/def2-TZVPD.

Energy relative to the best compared isomer or geometry (same formula, charge and spin) in kJ/mol: 137.4
Energy in a.u.: -1537.2311
Total charge: +3
Multiplicity: 2
E_LUMO (spin up / spin down) in eV: -11.0 / -13.0
M in g mol⁻¹: 639.59

Atoms and positions in Å:
Ir  -0.48  -0.21  -0.70
C  2.29  -1.37  -2.78
C  2.63  -0.47  -1.66
C  3.86  -0.07  -1.19
C  3.59  0.82  -0.12
C  4.54  1.51  0.75
N  2.22  0.92  0.01
N  1.65  0.14  -0.89
B  1.40  1.82  0.97
N  0.44  2.61  0.09
N  -0.41  2.02  -0.76
C  -1.05  2.97  -1.47
C  -2.03  2.69  -2.54
C  -0.60  4.21  -1.02
C  0.35  3.96  -0.04
C  1.12  4.94  0.76
N  0.60  0.90  1.90
N  -0.18  -0.07  1.41
C  -0.75  -0.75  2.42
C  -1.68  -1.88  2.19
C  -0.28  -0.19  3.60
C  0.56  0.86  3.25
C  1.26  1.81  4.14
H  3.17  -1.58  -3.39
H  1.52  -0.92  -3.41
H  1.90  -2.32  -2.41
H  4.83  -0.38  -1.55
H  5.56  1.19  0.51
H  4.34  1.29  1.80
H  4.48  2.60  0.65
H  2.11  2.54  1.58
H  -2.15  1.62  -2.71
H  -1.72  3.18  -3.46
H  -2.99  3.13  -2.29
H  -0.92  5.18  -1.37
H  0.81  5.95  0.50
H  2.19  4.85  0.60
H  0.95  4.79  1.83
H  -2.02  -1.89  1.16
H  -2.55  -1.80  2.85
H  -1.20  -2.83  2.41
H  -0.52  -0.50  4.61
H  0.96  1.63  5.17
H  1.01  2.84  3.88
H  2.34  1.72  4.08
C  -4.76  -0.58  0.00
C  -3.56  -0.97  -0.78
O  -2.62  -0.14  -0.99
N  -3.49  -2.20  -1.26
C  -2.46  -2.62  -2.19
C  -1.28  -3.27  -1.51
C  -1.07  -4.64  -1.60
C  0.01  -5.21  -0.95
C  0.88  -4.38  -0.24
C  0.63  -3.03  -0.23
N  -0.43  -2.48  -0.85
H  -5.27  0.23  -0.52
H  -4.46  -0.18  0.97
H  -5.46  -1.40  0.13
H  -4.24  -2.84  -1.07
H  -2.12  -1.75  -2.75
H  -2.91  -3.32  -2.90
H  -1.75  -5.25  -2.18
H  0.18  -6.27  -1.01
H  1.74  -4.79  0.27
H  1.28  -2.35  0.31

From a natural (NBO) analysis of the wavefunction, the atomic charges in e read:
1 Ir 1.3248
2 C -0.6750
3 C 0.2510
4 C -0.2792
5 C 0.4673
6 C -0.7085
7 N -0.2804
8 N -0.1028
9 B 0.4918
10 N -0.3486
11 N -0.3329
12 C 0.2426
13 C -0.6609
14 C -0.3129
15 C 0.2632
16 C -0.6613
17 N -0.3357
18 N -0.2484
19 C 0.2148
20 C -0.6440
21 C -0.3067
22 C 0.2744
23 C -0.6629
24 H 0.2858
25 H 0.2538
26 H 0.2555
27 H 0.2921
28 H 0.2833
29 H 0.2934
30 H 0.3063
31 H 0.0217
32 H 0.2130
33 H 0.2658
34 H 0.2651
35 H 0.2679
36 H 0.2691
37 H 0.2388
38 H 0.2437
39 H 0.1960
40 H 0.2669
41 H 0.2561
42 H 0.2714
43 H 0.2695
44 H 0.2490
45 H 0.2446
46 C -0.7101
47 C 0.7498
48 O -0.7187
49 N -0.5303
50 C -0.2713
51 C 0.2134
52 C -0.2101
53 C -0.0857
54 C -0.2155
55 C 0.0387
56 N -0.5015
57 H 0.2894
58 H 0.2686
59 H 0.2525
60 H 0.4441
61 H 0.2306
62 H 0.2654
63 H 0.2617
64 H 0.2691
65 H 0.2669
66 H 0.2145


Record 4
Computed, not measured: one molecule with the formula C7H7F3N4O2, with ωB97M-V/def2-TZVPD.

Energy in a.u.: -939.7661
Total charge: 0
Multiplicity: 1
SMILES: OOCc1nnc(CCC(F)=C(F)F)nn1
E_LUMO in eV: -1.3
M in g mol⁻¹: 236.15

Atoms and positions in Å:
O  4.38  -1.11  1.48
O  4.33  -0.23  0.36
C  3.41  -0.67  -0.62
C  2.09  0.01  -0.39
N  1.50  -0.26  0.77
N  0.33  0.31  0.99
C  -0.14  1.09  0.02
C  -1.50  1.69  0.24
C  -2.53  0.79  -0.48
C  -2.96  -0.29  0.48
F  -3.07  0.00  1.79
C  -3.24  -1.55  0.03
F  -4.14  -1.75  -0.93
F  -2.62  -2.66  0.41
N  0.47  1.39  -1.12
N  1.64  0.82  -1.34
H  3.51  -1.52  1.56
H  3.29  -1.75  -0.61
H  3.82  -0.37  -1.58
H  -1.68  1.72  1.30
H  -1.51  2.69  -0.17
H  -2.02  0.29  -1.30
H  -3.35  1.37  -0.90

From a natural (NBO) analysis of the wavefunction, the atomic charges in e read:
1 O -0.4333
2 O -0.2584
3 C -0.1367
4 C 0.2821
5 N -0.1875
6 N -0.1761
7 C 0.3261
8 C -0.4423
9 C -0.4486
10 C 0.2035
11 F -0.3086
12 C 0.6851
13 F -0.2924
14 F -0.2892
15 N -0.1843
16 N -0.1715
17 H 0.4582
18 H 0.2022
19 H 0.2257
20 H 0.2494
21 H 0.2429
22 H 0.2242
23 H 0.2296


Record 5
Computed, not measured: C31H40MgN6O2PS3 as an isolated structure, with ωB97M-V/def2-TZVPD.

Energy relative to the best compared isomer or geometry (same formula, charge and spin) in kJ/mol: 0.0
Energy in a.u.: -3420.6309
Total charge: -1
Multiplicity: 1
E_LUMO in eV: 2.0
M in g mol⁻¹: 680.18

Atoms and positions in Å:
Mg  0.53  1.49  1.05
C  3.02  2.13  -0.88
N  2.24  0.94  -0.49
C  1.60  0.25  -1.64
C  0.90  1.19  -2.57
C  0.90  1.01  -3.94
C  0.12  1.86  -4.71
C  -0.61  2.85  -4.09
C  -0.52  2.98  -2.71
N  0.23  2.17  -1.97
C  3.05  -0.05  0.23
C  2.19  -1.06  0.94
C  2.60  -2.36  1.15
C  1.79  -3.20  1.91
C  0.60  -2.71  2.41
C  0.25  -1.40  2.13
N  1.04  -0.59  1.42
C  2.46  3.44  -0.35
C  2.95  4.65  -0.80
C  2.41  5.82  -0.28
C  1.41  5.74  0.68
C  0.99  4.49  1.08
N  1.51  3.36  0.57
H  4.04  2.02  -0.52
H  3.08  2.19  -1.97
H  2.34  -0.35  -2.18
H  0.84  -0.43  -1.24
H  1.46  0.20  -4.39
H  0.07  1.73  -5.79
H  -1.25  3.52  -4.65
H  -1.09  3.73  -2.17
H  3.76  -0.55  -0.45
H  3.64  0.48  0.98
H  3.53  -2.72  0.72
H  2.08  -4.22  2.09
H  -0.07  -3.33  2.99
H  -0.68  -0.98  2.47
H  3.72  4.68  -1.56
H  2.77  6.78  -0.62
H  0.96  6.62  1.10
H  0.21  4.35  1.82
S  -3.12  4.18  -0.07
C  -2.06  2.99  0.30
N  -1.26  2.19  0.57
C  -0.80  -4.86  -2.65
C  -1.90  -4.06  -3.33
C  -1.34  -2.95  -4.21
O  -2.83  -3.61  -2.34
P  -2.86  -2.18  -1.57
S  -3.59  -0.76  -2.69
S  -1.08  -1.88  -0.74
O  -3.98  -2.55  -0.47
C  -4.08  -3.63  0.45
C  -4.50  -4.92  -0.24
C  -2.85  -3.83  1.32
H  -0.13  -5.29  -3.40
H  -1.23  -5.68  -2.07
H  -0.23  -4.22  -1.98
H  -2.48  -4.73  -3.95
H  -0.69  -2.28  -3.64
H  -2.15  -2.35  -4.64
H  -0.76  -3.41  -5.02
H  -4.90  -3.31  1.10
H  -3.67  -5.35  -0.81
H  -5.32  -4.73  -0.93
H  -4.83  -5.65  0.51
H  -1.98  -4.11  0.71
H  -3.05  -4.61  2.05
H  -2.60  -2.90  1.84
C  3.08  1.92  3.26
C  1.70  1.95  3.86
C  1.39  2.06  5.20
C  -0.02  1.94  5.28
C  -0.48  1.78  3.99
C  -1.92  1.63  3.58
N  0.56  1.78  3.10
H  3.76  2.57  3.81
H  3.08  2.28  2.22
H  3.51  0.92  3.27
H  2.09  2.19  6.01
H  -0.63  1.98  6.18
H  -2.50  1.28  4.43
H  -2.06  0.92  2.76
H  -2.36  2.57  3.23

From a Löwdin analysis of the wavefunction, the atomic charges in e read:
1 Mg 0.5409
2 C -0.1063
3 N -0.1748
4 C -0.1323
5 C -0.2799
6 C -0.0193
7 C -0.0659
8 C -0.0513
9 C -0.0969
10 N 0.1373
11 C -0.1268
12 C -0.2591
13 C -0.0121
14 C -0.0493
15 C -0.0523
16 C -0.1413
17 N 0.0603
18 C -0.2525
19 C -0.0204
20 C -0.0581
21 C -0.0393
22 C -0.0838
23 N 0.0601
24 H 0.1305
25 H 0.1309
26 H 0.1323
27 H 0.0181
28 H 0.1099
29 H 0.1030
30 H 0.1019
31 H 0.0763
32 H 0.1296
33 H 0.1090
34 H 0.1121
35 H 0.1081
36 H 0.1088
37 H 0.1128
38 H 0.1140
39 H 0.1057
40 H 0.1080
41 H 0.1234
42 S 0.4519
43 C -0.9560
44 N 0.0245
45 C -0.0751
46 C -0.4801
47 C -0.1021
48 O -0.3407
49 P -0.1967
50 S 0.1719
51 S 0.3245
52 O -0.3284
53 C -0.4581
54 C -0.0607
55 C -0.0963
56 H 0.0728
57 H 0.0713
58 H 0.0304
59 H 0.1330
60 H 0.0448
61 H 0.0454
62 H 0.0745
63 H 0.1355
64 H 0.0635
65 H 0.0842
66 H 0.0752
67 H 0.0439
68 H 0.0777
69 H 0.0653
70 C -0.0573
71 C -0.4001
72 C -0.1031
73 C -0.1014
74 C -0.3931
75 C -0.0638
76 N -0.0071
77 H 0.0720
78 H 0.0400
79 H 0.0660
80 H 0.0777
81 H 0.0792
82 H 0.0686
83 H 0.0496
84 H 0.0651